<i>
DFT (ωB97M-V/def2-TZVPD) results for an isolated molecule of C5H8O2S.

ORCA input file:
```
! wB97M-V def2-TZVPD RIJCOSX def2/J DEFGRID3
* xyz 0 1
H -1.22 1.93 0.03
O 0.90 -1.19 -0.87
H -0.63 -1.73 0.82
C -0.60 1.15 -0.39
H 3.44 -1.41 -0.85
H 1.43 1.87 -0.08
O -2.23 -0.33 -1.26
C -1.46 -1.03 0.87
C -1.52 -0.09 -0.31
C 1.47 -0.21 -0.42
H 0.74 0.98 1.25
H -0.59 1.38 -1.46
S 3.26 -0.23 -0.23
H -1.42 -0.48 1.82
C 0.84 1.01 0.17
H -2.41 -1.61 0.91
*
```

Computed properties:
Highest occupied orbital energy, eV: -9.5
Structure (SMILES): CC(=O)CCC(=O)S
Orbital gap, eV: 10.07

natural (NBO) atomic charge list, values in e, 2 entries: 0.2379, -0.5449

=====

<ii>
DFT (ωB97M-V/def2-TZVPD) results for an isolated molecule of C5H8O2S.

ORCA input file:
```
! wB97M-V def2-TZVPD RIJCOSX def2/J DEFGRID3
* xyz 0 1
H 0.45 2.48 0.54
C -0.10 1.59 0.78
H -0.95 1.86 1.40
O 0.23 0.11 3.03
H -1.46 -1.53 -1.79
H -0.42 1.41 -1.38
H 1.11 -1.92 0.73
S 0.87 0.39 1.74
H -0.04 -1.13 -2.68
O 2.29 0.76 1.80
H 0.03 -2.50 -1.57
C -0.37 -1.49 -1.70
C -0.60 0.82 -0.49
H -1.71 0.69 -0.39
C 0.69 -0.96 0.56
C -0.02 -0.58 -0.57
*
```

Computed properties:
Highest occupied orbital energy, eV: -9.8
Structure (SMILES): CC1=CS(=O)(=O)CC1
Orbital gap, eV: 10.43

natural (NBO) atomic charge list, values in e, 2 entries: 0.2535, -0.6501

=====

It turns out <i> is the most stable, with the second structure 91.6 kJ/mol higher.

=====

<i>
DFT (ωB97M-V/def2-TZVPD) results for a cluster of 2 separate species, C4H3NO3 in total.

ORCA input file:
```
! wB97M-V def2-TZVPD RIJCOSX def2/J DEFGRID3
* xyz 0 1
C 2.37 0.05 -1.09
O 3.52 0.00 -1.39
H -1.53 -0.47 -0.28
H -1.32 1.07 0.51
N 1.37 -0.17 -0.21
C -1.63 0.04 0.68
C 0.98 0.39 -1.36
O -0.43 -1.18 2.54
O 0.09 0.82 -2.04
C -0.76 -0.58 1.61
H -2.67 0.02 1.01
*
```

Computed properties:
Highest occupied orbital energy (spin up / spin down), eV: -7.3 / -7.3
Orbital gap (spin up / spin down), eV: 5.41 / 5.40

natural (NBO) atomic charge list, values in e, 2 entries: 0.5557, -0.5734

=====

<ii>
DFT (ωB97M-V/def2-TZVPD) results for an isolated molecule of C4H3NO3.

ORCA input file:
```
! wB97M-V def2-TZVPD RIJCOSX def2/J DEFGRID3
* xyz 0 1
C -0.33 0.62 0.09
H 1.83 1.05 1.24
C -1.27 -0.70 -0.13
H -2.15 0.81 -0.91
O -2.23 -0.23 -0.97
C 1.02 0.22 0.75
H 0.73 -0.71 1.41
O -1.07 -1.80 0.37
N 2.31 -0.70 -1.29
O -0.74 1.66 -0.23
C 1.89 -0.22 -0.32
*
```

Computed properties:
Highest occupied orbital energy, eV: -10.7
Structure (SMILES): N#CCC(=O)C(=O)O
Orbital gap, eV: 9.94

natural (NBO) atomic charge list, values in e, 2 entries: 0.5287, 0.2902

=====

<iii>
DFT (ωB97M-V/def2-TZVPD) results for an isolated molecule of C4H3NO3.

ORCA input file:
```
! wB97M-V def2-TZVPD RIJCOSX def2/J DEFGRID3
* xyz 0 1
C -0.36 0.59 0.90
H -1.89 0.39 -0.72
O -1.21 1.20 1.68
C -0.93 0.16 -0.41
N 0.90 0.44 1.27
C 1.22 -0.93 -0.80
O 1.98 -1.56 -1.41
C -0.12 -0.50 -1.21
O 1.68 -0.27 0.37
H -0.78 1.32 2.55
H -0.50 -0.85 -2.21
*
```

Computed properties:
Highest occupied orbital energy, eV: -9.6
Structure (SMILES): O=c1ccc(O)no1
Orbital gap, eV: 9.37

natural (NBO) atomic charge list, values in e, 2 entries: 0.4519, 0.2359

=====

It turns out <ii> is the most stable, with the second structure 26.0 kJ/mol higher.